{
  "formula": "C19H32N2O3ReS5Sb",
  "method": "the ωB97M-V functional and the def2-TZVPD basis",
  "s_squared": 3.785,
  "charge": 1,
  "e_above_lowest_kj_mol": 20.37,
  "lumo_energy_ev": [-3.2, -5.1],
  "multiplicity": 4,
  "homo_energy_ev": [-10.91, -11.06],
  "e_tot_ev": -92180.8741,
  "species": ["Re", "S", "S", "S", "S", "C", "C", "C", "C", "Sb", "C", "C", "C", "C", "C", "C", "C", "C", "H", "H", "H", "H", "H", "H", "H", "H", "H", "H", "H", "H", "H", "H", "H", "H", "H", "H", "H", "H", "H", "H", "H", "H", "H", "H", "H", "O", "N", "O", "O", "S", "C", "N", "C", "C", "C", "C", "C", "C", "H", "H", "H", "H", "H"],
  "positions_angstrom": [[-0.409, 0.676, -1.262], [1.424, 1.324, -2.638], [1.815, -0.013, -4.136], [0.027, -1.011, -4.345], [-0.474, -1.377, -2.392], [0.747, 2.367, 2.679], [0.433, 0.888, 2.867], [-1.034, 0.650, 3.197], [1.297, 0.308, 3.980], [0.942, -0.181, 0.938], [3.171, 0.036, 0.637], [3.529, -0.858, -0.547], [3.940, -0.405, 1.877], [3.453, 1.506, 0.360], [0.355, -2.344, 1.240], [1.152, -3.212, 0.275], [0.643, -2.769, 2.673], [-1.139, -2.407, 0.948], [0.368, 2.921, 3.543], [0.287, 2.796, 1.789], [1.822, 2.541, 2.628], [-1.238, 1.100, 4.174], [-1.262, -0.413, 3.276], [-1.730, 1.103, 2.496], [1.070, 0.853, 4.902], [2.360, 0.424, 3.784], [1.091, -0.744, 4.167], [3.550, -1.906, -0.248], [4.527, -0.594, -0.909], [2.835, -0.749, -1.381], [3.606, -1.372, 2.258], [3.878, 0.330, 2.678], [4.996, -0.502, 1.606], [2.866, 1.899, -0.461], [4.509, 1.620, 0.095], [3.270, 2.120, 1.242], [2.188, -3.307, 0.598], [1.126, -2.834, -0.744], [0.715, -4.216, 0.264], [1.684, -2.598, 2.950], [0.451, -3.843, 2.759], [-0.003, -2.264, 3.391], [-1.358, -2.147, -0.087], [-1.715, -1.748, 1.599], [-1.495, -3.429, 1.112], [-2.814, 2.583, 0.864], [-2.004, 1.968, 0.248], [-2.106, 0.708, 0.004], [-0.929, 2.479, -0.225], [-2.471, 3.180, -4.646], [-1.463, 2.678, -3.371], [-1.770, 1.541, -2.809], [-2.926, 0.992, -3.366], [-3.596, -0.163, -2.959], [-4.732, -0.537, -3.645], [-5.219, 0.220, -4.715], [-4.589, 1.381, -5.109], [-3.442, 1.759, -4.421], [-0.618, 3.276, -3.066], [-3.240, -0.731, -2.114], [-5.262, -1.433, -3.352], [-6.111, -0.105, -5.233], [-4.976, 1.987, -5.917]],
  "nbo_charge": [0.848, -0.169, 0.067, 0.043, -0.165, -0.651, -0.252, -0.642, -0.653, 1.374, -0.252, -0.651, -0.641, -0.647, -0.257, -0.651, -0.644, -0.642, 0.230, 0.219, 0.214, 0.231, 0.211, 0.207, 0.229, 0.214, 0.220, 0.217, 0.228, 0.216, 0.208, 0.211, 0.230, 0.216, 0.230, 0.210, 0.213, 0.225, 0.227, 0.211, 0.230, 0.210, 0.204, 0.217, 0.231, -0.262, 0.709, -0.478, -0.481, 0.523, -0.076, -0.589, 0.180, -0.234, -0.175, -0.185, -0.197, -0.246, 0.252, 0.232, 0.231, 0.235, 0.238]
}

***

{
  "formula": "C2F6MnNO4S2",
  "method": "the ωB97M-V functional and the def2-TZVPD basis",
  "s_squared": 8.849,
  "charge": 1,
  "e_above_lowest_kj_mol": 433.63,
  "lumo_energy_ev": [-7.3, -7.5],
  "multiplicity": 6,
  "homo_energy_ev": [-13.73, -13.74],
  "e_tot_ev": -81033.6390,
  "species": ["C", "F", "F", "F", "Mn", "N", "S", "O", "O", "S", "O", "O", "C", "F", "F", "F"],
  "positions_angstrom": [[1.783, 0.057, -1.863], [1.502, -0.119, -3.181], [0.830, -0.879, -1.524], [2.677, 1.013, -2.157], [1.657, 1.445, 0.792], [2.346, -1.926, 0.612], [3.218, -0.966, -0.246], [3.361, 0.391, 0.333], [4.327, -1.580, -0.912], [1.439, -1.500, 1.891], [1.125, -0.043, 1.901], [1.930, -2.086, 3.112], [-0.212, -2.300, 1.491], [-0.449, -2.195, 0.207], [-0.158, -3.559, 1.853], [-1.127, -1.653, 2.176]],
  "nbo_charge": [0.807, -0.297, -0.296, -0.276, 1.685, -1.134, 2.115, -1.076, -0.771, 2.170, -1.093, -0.796, 0.792, -0.284, -0.264, -0.283]
}

***

{
  "formula": "C6H18Cl2O2Si3",
  "method": "the ωB97M-V functional and the def2-TZVPD basis",
  "charge": 0,
  "e_above_lowest_kj_mol": 99.77,
  "lumo_energy_ev": 0.6,
  "homo_energy_ev": -10.06,
  "e_tot_ev": -59296.3016,
  "species": ["Cl", "Cl", "O", "O", "C", "C", "C", "C", "C", "C", "Si", "Si", "Si", "H", "H", "H", "H", "H", "H", "H", "H", "H", "H", "H", "H", "H", "H", "H", "H", "H", "H"],
  "positions_angstrom": [[1.553, -2.012, -2.383], [-2.115, -0.553, 3.031], [-0.562, 0.325, -1.794], [-0.056, -0.351, 0.705], [2.230, 1.140, -1.536], [1.080, 0.613, -4.121], [1.022, -1.744, 3.163], [0.423, 1.233, 2.996], [-2.413, 1.212, 0.185], [-2.157, -1.795, -0.505], [0.964, 0.004, -2.349], [-0.136, -0.446, 2.377], [-1.281, -0.170, -0.394], [2.620, 0.640, -0.622], [3.050, 1.566, -2.118], [1.705, 1.992, -1.158], [1.999, 1.029, -4.404], [0.912, -0.337, -4.620], [0.237, 1.231, -4.361], [1.642, -1.565, 3.996], [1.748, -1.797, 2.264], [0.677, -2.794, 3.155], [0.664, 1.183, 4.054], [1.361, 1.522, 2.554], [-0.449, 1.961, 2.845], [-3.358, 0.958, -0.348], [-2.413, 1.204, 1.287], [-2.017, 2.126, -0.228], [-1.624, -2.658, 0.091], [-3.173, -1.592, -0.185], [-2.133, -2.123, -1.578]],
  "nbo_charge": [-0.400, -0.408, -1.248, -1.273, -1.148, -1.135, -1.139, -1.158, -1.163, -1.197, 1.847, 1.849, 2.151, 0.238, 0.247, 0.243, 0.239, 0.235, 0.243, 0.253, 0.245, 0.252, 0.241, 0.243, 0.246, 0.239, 0.253, 0.244, 0.258, 0.248, 0.254]
}

***

{
  "formula": "C4H9NO2",
  "method": "the ωB97M-V functional and the def2-TZVPD basis",
  "charge": 0,
  "e_above_lowest_kj_mol": 158.32,
  "lumo_energy_ev": 0.8,
  "homo_energy_ev": -9.81,
  "e_tot_ev": -9878.4198,
  "smiles": "C[C@@H](O)CNC=O",
  "species": ["C", "C", "O", "C", "N", "C", "O", "H", "H", "H", "H", "H", "H", "H", "H", "H"],
  "positions_angstrom": [[1.593, -0.612, -1.433], [0.385, 0.055, -0.804], [-0.778, -0.590, -1.288], [0.405, 0.014, 0.722], [-0.616, 0.938, 1.243], [-1.916, 0.395, 1.387], [-2.791, 0.572, 0.579], [2.515, -0.104, -1.129], [1.507, -0.556, -2.522], [1.661, -1.668, -1.148], [0.373, 1.120, -1.079], [-1.539, -0.034, -1.061], [0.262, -1.030, 1.054], [1.375, 0.338, 1.111], [-0.315, 1.395, 2.091], [-2.119, -0.234, 2.276]],
  "nbo_charge": [-0.624, 0.085, -0.731, -0.240, -0.709, 0.565, -0.522, 0.207, 0.226, 0.210, 0.166, 0.487, 0.185, 0.206, 0.384, 0.106]
}

***

{
  "formula": "C10H14N7OOsS6SbSe4",
  "method": "the ωB97M-V functional and the def2-TZVPD basis",
  "charge": -2,
  "e_above_lowest_kj_mol": 465.91,
  "lumo_energy_ev": 3.3,
  "homo_energy_ev": -1.50,
  "e_tot_ev": -358476.2981,
  "species": ["Os", "Se", "Sb", "Se", "Se", "Se", "N", "C", "N", "N", "C", "N", "H", "H", "H", "H", "C", "C", "C", "N", "N", "C", "N", "S", "H", "H", "H", "H", "H", "H", "H", "C", "S", "C", "C", "S", "S", "C", "S", "S", "H", "H", "H", "O"],
  "positions_angstrom": [[-0.005, 0.471, -0.983], [-1.495, 4.679, -4.880], [-2.406, 2.423, -5.039], [-1.647, 2.174, -2.103], [-0.594, 0.604, -3.534], [-4.639, 2.628, -4.014], [-3.240, 4.473, 3.072], [-2.597, 3.522, 2.308], [-3.052, 2.251, 2.491], [-1.639, 3.891, 1.514], [-1.097, 2.934, 0.791], [-0.659, 2.074, 0.168], [-3.391, 4.178, 4.025], [-2.764, 5.363, 3.032], [-4.049, 2.189, 2.633], [-2.721, 1.562, 1.824], [3.263, -2.540, -5.684], [3.438, -2.783, -4.182], [2.190, -2.490, -3.416], [1.907, -1.345, -2.922], [0.709, -1.324, -2.275], [0.085, -2.462, -2.282], [-1.123, -2.655, -1.703], [0.960, -3.702, -3.120], [4.197, -2.732, -6.214], [2.968, -1.509, -5.872], [2.496, -3.193, -6.103], [4.230, -2.141, -3.797], [3.754, -3.814, -4.008], [-1.623, -1.799, -1.483], [-1.689, -3.413, -2.040], [0.731, -2.755, 3.541], [-0.606, -1.899, 4.407], [0.186, -0.395, 4.794], [0.550, 0.557, 3.875], [0.390, 0.586, 2.186], [1.328, 1.954, 4.640], [1.257, 1.468, 6.289], [1.836, 2.378, 7.565], [0.534, -0.063, 6.479], [0.432, -3.795, 3.399], [1.644, -2.729, 4.134], [0.907, -2.297, 2.568], [1.045, -0.524, -0.081]],
  "nbo_charge": [0.708, -0.851, 0.695, -0.143, -0.233, -0.888, -0.806, 0.647, -0.797, -0.594, 0.566, -0.457, 0.387, 0.398, 0.391, 0.425, -0.595, -0.442, 0.047, -0.213, -0.332, 0.276, -0.790, 0.295, 0.201, 0.228, 0.202, 0.237, 0.205, 0.437, 0.389, -0.746, 0.236, -0.579, -0.336, -0.329, 0.451, -0.576, -0.247, 0.459, 0.203, 0.208, 0.250, -0.586]
}

***

{
  "formula": "C5H9NO",
  "method": "the ωB97M-V functional and the def2-TZVPD basis",
  "charge": 0,
  "e_above_lowest_kj_mol": 577.20,
  "lumo_energy_ev": [-0.6, -0.2],
  "homo_energy_ev": [-7.52, -7.90],
  "e_tot_ev": -8863.2304,
  "species": ["C", "C", "C", "N", "C", "C", "O", "H", "H", "H", "H", "H", "H", "H", "H", "H"],
  "positions_angstrom": [[-2.593, -0.208, 0.017], [-0.537, 1.006, -0.530], [0.935, 1.299, -0.148], [1.166, -0.161, -0.237], [2.043, -0.981, 0.565], [-0.175, -0.362, -0.438], [-0.882, -1.391, -0.357], [-2.481, -0.062, 1.083], [-3.006, -1.155, -0.299], [-2.939, 0.653, -0.538], [-0.957, 1.426, -1.442], [1.536, 1.877, -0.859], [1.093, 1.679, 0.870], [1.653, -2.003, 0.549], [3.060, -0.984, 0.157], [2.083, -0.634, 1.607]],
  "nbo_charge": [-0.262, -0.467, -0.223, -0.411, -0.416, 0.616, -0.609, 0.197, 0.194, 0.190, 0.206, 0.190, 0.183, 0.224, 0.201, 0.187]
}

***

{
  "formula": "C7H7CrN2O6",
  "method": "the ωB97M-V functional and the def2-TZVPD basis",
  "s_squared": 3.782,
  "charge": 2,
  "e_above_lowest_kj_mol": 176.65,
  "lumo_energy_ev": [-11.4, -11.4],
  "multiplicity": 4,
  "homo_energy_ev": [-15.85, -16.13],
  "e_tot_ev": -51036.8820,
  "species": ["O", "C", "Cr", "O", "C", "C", "O", "C", "O", "C", "O", "H", "C", "N", "C", "N", "O", "H", "H", "H", "H", "H", "H"],
  "positions_angstrom": [[4.296, 1.951, -5.016], [3.570, 1.745, -4.146], [0.428, 1.163, -0.298], [1.905, -0.991, -1.914], [1.278, -0.184, -1.347], [-0.992, 1.913, 0.736], [-1.818, 2.266, 1.473], [0.489, 2.563, -1.516], [0.496, 3.584, -2.090], [1.840, 1.799, 0.682], [2.718, 2.376, 1.184], [2.605, 1.570, -2.886], [-1.731, -1.906, 3.052], [-1.813, -2.068, 1.607], [-1.105, -1.379, 0.682], [-1.452, -1.665, -0.608], [-0.208, -0.527, 0.973], [-0.861, -1.307, 3.342], [-1.653, -2.898, 3.516], [-2.644, -1.430, 3.441], [-2.529, -2.682, 1.245], [-0.800, -1.407, -1.347], [-2.019, -2.486, -0.764]],
  "nbo_charge": [-0.207, 0.712, 0.104, -0.396, 0.515, 0.590, -0.327, 0.497, -0.339, 0.494, -0.348, 0.445, -0.429, -0.555, 0.807, -0.804, -0.687, 0.236, 0.236, 0.226, 0.413, 0.396, 0.420]
}

***

Which of these has the highest charge?
C7H7CrN2O6